# 1
Here is a cluster of 2 separate species, C2H6O2 in total in a non-equilibrium geometry from OMol25. Energies are from wB97M-V/def2-TZVPD.

The geometry in XYZ format:
```
10
Properties=species:S:1:pos:R:3:forces:R:3
O 0.6824 -1.1452 -1.0619 -0.08 -0.02 0.07
O 0.4921 -0.1253 2.4585 -0.26 0.26 0.03
C -0.2054 0.9494 -0.6246 -0.64 0.19 0.30
C -0.3834 -0.2733 -1.0934 1.11 -0.42 -0.16
H 0.4489 -2.0209 -1.3893 -0.14 0.24 0.05
H -1.2540 -0.6804 -1.5756 -0.45 0.23 0.04
H 0.7213 1.2345 -0.1570 0.31 0.01 -0.12
H -0.3020 0.4297 2.4772 0.28 -0.23 0.01
H -0.9993 1.6799 -0.5827 -0.10 -0.11 -0.23
H 0.7993 -0.0484 1.5488 -0.03 -0.14 0.02
```
Positions in Å, forces in eV/Å.

Structure (SMILES) = C=CO.O
Highest occupied orbital energy = -0.3472 Ha
Relative energy (zero: lowest compared OMol25 entry of this formula, charge and spin) = 0.987 eV
Largest force on an atom = 1.196 eV/A
Charge = 0
Kohn-Sham gap = 10.173 eV

=====

# 2
Here is a structure of composition C11H23LuO7PS2 in a non-equilibrium geometry from OMol25. Energies are from wB97M-V/def2-TZVPD.

The geometry in XYZ format:
```
45
Properties=species:S:1:pos:R:3:forces:R:3
Lu 5.1762 0.2990 1.6296 -0.57 3.09 -2.05
S -2.8941 -1.4678 2.2150 -0.51 -0.37 0.36
S 0.1207 -2.6286 -0.6381 2.25 -3.00 -1.15
P 1.8089 1.4079 -0.0247 -0.57 2.80 -0.21
O 1.1009 -3.2855 0.1773 -0.07 1.95 0.90
O -0.5734 -1.3412 0.0277 0.65 -0.22 -0.15
O -0.7695 -3.5456 -1.2413 -1.46 0.81 0.09
O 2.9188 2.3385 0.3506 1.52 -0.78 0.31
O 0.9124 -1.8965 -1.8525 -0.84 1.18 2.39
O 2.4024 -0.0826 0.2650 -0.74 -0.01 -0.23
O 0.6373 1.6159 1.0622 0.64 -1.21 -1.57
C -3.4831 -0.8015 -0.4086 0.46 -0.66 -0.05
C 0.1202 -0.7179 -2.1284 -0.86 -0.10 -3.38
C -1.1545 3.0447 1.9459 0.34 -0.50 -1.22
C -0.0517 2.8813 0.8933 -1.30 1.66 1.08
C -3.4879 -2.0244 0.5726 1.01 1.54 0.23
C 0.9463 0.4656 -2.6877 -0.15 0.47 1.34
C 1.2867 1.7129 -1.7579 0.19 -1.99 -0.43
C 2.4504 -0.2824 1.6502 1.81 -1.43 0.54
C -1.0231 -0.5230 -1.1101 -0.08 -0.20 0.04
C 3.4780 -1.4800 1.8687 -0.36 0.82 -0.54
C -2.4337 -0.9327 -1.5318 -0.25 0.36 0.02
H 4.4388 -1.1139 2.3704 -1.39 -2.83 1.56
H -2.7391 -0.2221 -2.3031 0.14 -0.01 -0.18
H -2.7609 -2.7737 0.2594 -0.30 -0.35 -0.17
H -1.1175 0.5285 -0.8469 0.43 0.01 0.78
H 0.4633 2.4157 -1.8326 -0.04 0.13 0.59
H 0.6246 3.7286 1.0034 0.50 -0.31 -0.05
H -1.8618 -0.6315 1.9446 -0.31 -0.30 -0.45
H 2.1466 2.1977 -2.2178 0.10 0.18 0.22
H -3.3332 0.1066 0.1744 -0.09 0.23 -0.17
H 2.7873 0.6839 2.1446 -0.39 -0.45 0.19
H -4.4506 -0.7109 -0.8953 -0.19 -0.10 0.15
H 1.5144 -0.6209 2.0809 -0.23 0.34 0.17
H -0.4334 -1.0351 -3.0202 0.06 0.08 -0.10
H -2.4913 -1.9264 -1.9689 0.22 -0.08 -0.05
H -0.7757 2.9963 2.9580 -0.09 0.03 0.16
H 1.8607 0.1041 -3.1475 0.03 -0.31 0.09
H 3.7620 -1.9448 0.9073 0.01 0.06 -0.01
H -0.5356 2.9981 -0.0768 0.22 -0.54 -0.19
H 3.0745 -2.2776 2.4880 0.25 -0.01 0.34
H 0.3519 0.8686 -3.5036 0.03 0.15 -0.05
H -1.6134 4.0044 1.7221 -0.01 0.20 0.34
H -4.4754 -2.4340 0.7481 -0.02 -0.22 0.11
H -1.9239 2.3023 1.7347 -0.07 -0.15 0.43
```
Positions in Å, forces in eV/Å.

Highest occupied orbital energy = -0.6151 Ha
Largest force on an atom = 3.925 eV/A
Charge = +3
Kohn-Sham gap = 1.719 eV

=====

# 3
Here is an isolated molecule of C13H10BrFN2O2 from OMol25. Energies are from wB97M-V/def2-TZVPD.

The geometry in XYZ format:
```
29
Properties=species:S:1:pos:R:3:forces:R:3
Br -5.4906 -2.3787 -2.2455 0.16 0.04 0.00
F -1.3637 0.2571 -3.9260 0.02 0.02 0.03
O 1.1819 -1.7893 0.2710 0.01 0.08 0.06
O 0.8116 -0.0703 -1.1289 0.04 0.39 0.01
N 1.4364 1.7146 0.7043 -0.09 -0.30 -0.23
N 1.9319 0.9647 3.3230 0.08 0.17 0.32
C -3.1704 -0.9789 -3.1018 0.01 0.05 -0.04
C 1.4165 0.4353 1.0715 0.10 0.32 0.42
C -2.7855 -2.6262 -1.3811 -0.15 -0.05 0.02
C -3.6399 -1.9542 -2.2396 -0.02 0.01 -0.02
C 1.7022 2.6062 1.6357 0.08 0.00 0.27
C 0.5312 -0.9669 -2.2068 -0.02 -0.45 -0.27
C 2.2699 3.2470 4.0221 0.00 0.03 0.00
C 1.6645 0.0663 2.3943 -0.10 -0.14 -0.48
C 1.9587 2.2457 2.9638 -0.07 -0.09 -0.27
C -0.9286 -1.3363 -2.2346 0.14 0.25 -0.12
C 1.1265 -0.6033 0.0458 0.01 -0.31 -0.06
C -1.8193 -0.6842 -3.0806 -0.04 -0.33 0.25
C -1.4386 -2.3131 -1.3861 -0.09 0.03 -0.12
H 3.2562 3.0455 4.4362 0.06 0.03 0.02
H 1.7144 3.6394 1.3152 0.03 0.12 0.10
H 1.1428 -1.8686 -2.0888 -0.09 0.21 -0.09
H -3.8274 -0.4524 -3.7757 -0.04 0.04 -0.05
H -3.1685 -3.3863 -0.7186 -0.04 -0.05 0.04
H 2.2422 4.2578 3.6257 0.02 0.10 0.04
H 0.8132 -0.4255 -3.1115 0.00 -0.12 0.18
H -0.7654 -2.8283 -0.7180 0.07 -0.03 0.03
H 1.5533 3.1534 4.8358 -0.04 0.04 0.04
H 1.6448 -0.9704 2.6995 -0.02 -0.09 -0.08
```
Positions in Å, forces in eV/Å.

Structure (SMILES) = Cc1cnc(C(=O)OCc2ccc(Br)cc2F)cn1
Highest occupied orbital energy = -0.3423 Ha
Largest force on an atom = 0.542 eV/A
Charge = 0
Kohn-Sham gap = 9.270 eV

=====

# 4
Here is a structure of composition C13H17FNO in a non-equilibrium geometry from OMol25. Energies are from wB97M-V/def2-TZVPD.

The geometry in XYZ format:
```
33
Properties=species:S:1:pos:R:3:forces:R:3
F 0.7236 -0.3653 -2.9946 5.35 -1.02 -0.46
O -1.6315 0.0794 0.1737 1.73 0.01 -4.28
N 0.7787 0.0806 1.0583 -0.13 -10.86 -4.03
C 1.4054 1.0780 1.6111 2.19 7.89 0.52
C -0.4966 -0.2924 -3.2622 0.33 0.63 -4.28
C 0.8321 1.4905 2.9886 14.64 -9.92 2.62
C 0.6615 0.1420 3.7927 17.17 2.11 -2.59
C 0.7071 -0.2666 -0.4436 -5.65 13.81 3.10
C 1.6958 -0.8839 3.0794 -1.46 -2.82 7.94
C -1.0679 -0.1774 -4.4895 8.11 -2.76 -2.80
C -3.2656 -0.0485 -3.5109 0.81 1.50 -4.68
C 1.3374 -1.3576 1.7869 6.45 6.41 -1.74
C -1.2647 -0.0873 -2.3043 -5.18 2.13 10.27
C -2.5977 0.2284 -2.3874 -3.71 -1.18 0.78
C -0.9132 -0.0214 -0.8753 1.91 -1.05 4.78
C -2.3595 -0.1954 -4.6407 -2.90 -0.15 -2.37
H -4.2550 0.2454 -3.8624 -0.19 -0.54 1.10
H 2.7553 -0.6808 3.3041 -0.61 0.35 -0.48
H -0.1560 0.0787 1.2725 -3.57 -0.03 0.83
H 2.4484 0.9688 1.4398 1.16 0.02 0.68
H -0.1038 -0.4904 -5.2774 -3.48 1.35 1.29
H 0.9922 -1.0703 -0.6912 3.98 -11.42 -2.70
H 1.2784 0.4955 -0.9633 0.16 0.08 -0.03
H 0.6118 -1.9450 1.7223 -6.16 -5.09 -0.63
H 0.2491 2.1098 2.8499 -11.75 9.87 -1.98
H 1.6317 2.1112 3.4994 -0.39 -0.79 -0.64
H -3.2387 0.3903 -1.5155 0.85 0.32 0.05
H 0.8676 0.3658 4.7030 0.83 0.52 6.02
H 1.1369 1.9180 0.9587 0.40 0.58 0.01
H 2.3137 -1.7188 1.3357 -1.58 0.49 -0.46
H -0.1198 0.0882 3.5095 -18.33 -3.66 -4.72
H 1.5245 -1.9878 3.8892 0.69 3.09 -2.47
H -2.4810 -0.2817 -5.7566 -1.64 0.11 1.33
```
Positions in Å, forces in eV/Å.

Highest occupied orbital energy = -0.4811 Ha
Largest force on an atom = 19.281 eV/A
Charge = +1
Kohn-Sham gap = 9.539 eV

=====

# 5
Here is the ion C3H5N with charge -1 from OMol25. Energies are from wB97M-V/def2-TZVPD.

The geometry in XYZ format:
```
9
Properties=species:S:1:pos:R:3:forces:R:3
N -0.4635 0.7669 -0.0680 -0.19 0.16 0.02
C -0.9610 1.0306 1.1533 0.24 -0.32 0.04
C 1.0076 -0.7174 -1.2818 -0.03 -0.29 0.13
C 0.1358 -0.4175 -0.2657 0.20 0.48 0.20
H 1.4048 0.0536 -1.9266 -0.18 0.03 -0.22
H -1.6839 1.8189 1.3146 0.04 0.17 -0.10
H -0.7090 0.3763 1.9948 -0.18 -0.01 0.10
H -0.0441 -1.1683 0.5250 -0.07 -0.22 -0.23
H 1.3134 -1.7432 -1.4457 0.18 0.00 0.07
```
Positions in Å, forces in eV/Å.

Spin multiplicity = 2
Highest occupied orbital energy (spin up / spin down) = -0.0022 / -0.0964 Ha
Relative energy (zero: lowest compared OMol25 entry of this formula, charge and spin) = 0.000 eV
Largest force on an atom = 0.561 eV/A
Charge = -1
Kohn-Sham gap (spin up / spin down) = 5.167 / 7.644 eV